[1]
Molecular formula: C6H8CsLiO6
Method: DFT, ωB97M-V/def2-TZVPD

Properties
E_HOMO (alpha / beta): -0.1578 / -0.1579 Eh
Total energy: -19387.816 eV
Kohn-Sham gap (alpha / beta): 0.131 / 0.131 Eh
LUMO (alpha / beta): -0.027 / -0.027 hartree
Relative energy (zero: lowest compared OMol25 entry of this formula, charge and spin): 178.2 kJ/mol

XYZ file:
```
22
C6H8CsLiO6, DFT ωB97M-V/def2-TZVPD
O -4.411 0.955 0.173
C -3.746 0.022 0.823
C -5.276 0.352 -0.807
O -4.141 -1.197 0.497
C -5.240 -1.132 -0.427
H -4.860 0.553 -1.801
H -6.269 0.799 -0.714
H -5.022 -1.794 -1.270
H -6.145 -1.465 0.095
O -2.768 0.243 1.507
Cs 0.119 -1.820 3.972
C 3.659 -0.317 1.830
C 3.834 -0.223 0.360
O 4.332 1.116 -0.085
C 4.747 1.269 -1.334
O 4.678 0.325 -2.171
O 5.338 2.355 -1.613
H 3.793 0.675 2.303
H 4.412 -0.999 2.270
H 2.891 -0.372 -0.188
H 4.568 -0.945 -0.029
Li 5.507 1.600 -3.392
```



[2]
Molecular formula: C46H42F3N5O2OsP2SSbSe2
Method: DFT, ωB97M-V/def2-TZVPD

Properties
Spin multiplicity: 5
E_HOMO (alpha / beta): -0.3625 / -0.3648 Eh
Total energy: -237185.928 eV
Charge: +1
Kohn-Sham gap (alpha / beta): 0.269 / 0.189 Eh
LUMO (alpha / beta): -0.093 / -0.175 hartree
Expectation value of S²: 6.0311
Relative energy (zero: lowest compared OMol25 entry of this formula, charge and spin): 0.0 kJ/mol

XYZ file:
```
105
C46H42F3N5O2OsP2SSbSe2, DFT ωB97M-V/def2-TZVPD
Os -0.462 -0.224 0.169
C -2.308 -5.211 5.501
C -1.971 -3.862 4.937
C -2.498 -3.445 3.716
C -2.178 -2.210 3.179
C -1.317 -1.374 3.879
C -0.805 -1.751 5.113
C -1.128 -2.995 5.627
S -0.925 0.206 3.213
O -2.030 0.638 2.402
O -0.396 1.035 4.243
N 0.263 -0.111 2.055
C 1.620 -0.201 2.412
C 2.094 -0.263 3.705
C 3.473 -0.310 3.976
C 4.391 -0.272 2.969
C 3.951 -0.222 1.627
C 4.844 -0.161 0.535
C 4.353 -0.120 -0.736
C 2.961 -0.181 -0.927
N 2.107 -0.249 0.068
C 2.570 -0.224 1.343
H -3.232 -5.599 5.076
H -2.419 -5.166 6.584
H -1.512 -5.925 5.283
H -3.196 -4.089 3.193
H -2.624 -1.881 2.247
H -0.191 -1.065 5.679
H -0.738 -3.288 6.594
H 1.418 -0.238 4.539
H 3.798 -0.350 5.006
H 5.453 -0.275 3.177
H 5.910 -0.138 0.725
H 5.004 -0.057 -1.596
H 2.536 -0.192 -1.921
Se -1.333 2.413 -5.788
P -1.268 0.322 -5.775
C 0.061 -0.418 -6.761
C 0.243 -1.799 -6.801
C 1.227 -2.344 -7.603
C 2.033 -1.513 -8.375
C 1.854 -0.141 -8.337
C 0.868 0.410 -7.529
C -2.778 -0.500 -6.351
C -3.582 0.162 -7.277
C -4.711 -0.460 -7.784
C -5.043 -1.744 -7.371
C -4.242 -2.408 -6.454
C -3.112 -1.787 -5.945
C -0.954 -0.301 -4.094
C -1.613 -0.189 -2.875
N -0.684 -0.492 -1.933
N 0.454 -0.805 -2.538
N 0.315 -0.688 -3.824
P -3.278 0.092 -2.275
Se -3.131 0.050 -0.118
C -3.974 1.629 -2.870
C -4.002 2.754 -2.049
C -4.519 3.941 -2.537
C -5.011 4.006 -3.834
C -4.985 2.885 -4.651
C -4.463 1.696 -4.174
C -4.303 -1.285 -2.817
C -3.756 -2.568 -2.799
C -4.551 -3.664 -3.072
C -5.900 -3.486 -3.357
C -6.448 -2.214 -3.370
C -5.654 -1.108 -3.096
H -0.379 -2.453 -6.203
H 1.367 -3.416 -7.633
H 2.800 -1.942 -9.005
H 2.480 0.506 -8.936
H 0.721 1.482 -7.486
H -3.322 1.170 -7.578
H -5.332 0.056 -8.503
H -5.925 -2.228 -7.768
H -4.497 -3.410 -6.132
H -2.491 -2.309 -5.229
H -3.613 2.703 -1.040
H -4.538 4.817 -1.903
H -5.414 4.937 -4.209
H -5.354 2.938 -5.666
H -4.450 0.825 -4.816
H -2.702 -2.700 -2.578
H -4.125 -4.659 -3.068
H -6.523 -4.345 -3.568
H -7.498 -2.076 -3.591
H -6.089 -0.119 -3.098
F 0.957 2.330 0.597
C 0.004 1.851 -0.227
F 0.452 2.045 -1.484
F -1.069 2.650 -0.069
C -1.498 -4.382 0.213
Sb 0.047 -2.929 0.207
C 1.166 -3.557 1.893
C 1.235 -3.669 -1.375
H -1.024 -5.354 0.085
H -2.200 -4.204 -0.599
H -2.027 -4.351 1.161
H 1.311 -4.634 1.814
H 0.627 -3.325 2.811
H 2.134 -3.060 1.908
H 1.631 -4.636 -1.070
H 2.041 -2.973 -1.590
H 0.626 -3.780 -2.270
```



[3]
Molecular formula: C59H48F5N6O5RhS
Method: DFT, ωB97M-V/def2-TZVPD

Properties
E_HOMO (alpha / beta): -0.2416 / -0.2416 Eh
Total energy: -108569.333 eV
Kohn-Sham gap (alpha / beta): 0.194 / 0.193 Eh
LUMO (alpha / beta): -0.048 / -0.048 hartree

XYZ file:
```
125
C59H48F5N6O5RhS, DFT ωB97M-V/def2-TZVPD
Rh 0.128 0.422 -0.110
C -9.277 1.237 1.279
O -8.533 2.261 0.661
C -7.178 2.149 0.615
C -6.420 1.201 1.297
C -5.046 1.186 1.151
C -4.393 2.076 0.297
C -5.159 3.034 -0.371
C -6.525 3.079 -0.197
C -2.950 1.892 0.099
C -2.156 1.797 1.279
C -2.570 2.249 2.549
C -1.680 1.729 3.465
C -0.734 0.984 2.730
N -0.989 1.096 1.389
C 0.200 0.088 3.308
C 1.136 -0.623 2.573
C 2.062 -1.573 3.128
C 2.830 -2.022 2.109
C 2.373 -1.355 0.916
C 2.998 -1.421 -0.322
C 4.200 -2.254 -0.474
C 5.433 -1.664 -0.749
C 6.554 -2.434 -0.945
C 6.472 -3.827 -0.899
O 7.634 -4.491 -1.140
C 7.670 -5.885 -0.952
C 5.247 -4.425 -0.618
C 4.128 -3.640 -0.397
C 2.554 -0.730 -1.481
N 1.346 -0.091 -1.597
C 1.196 0.213 -2.923
C -0.020 0.625 -3.538
C -0.129 0.335 -4.970
C -0.528 1.267 -5.928
C -0.612 0.920 -7.259
C -0.329 -0.384 -7.674
O -0.450 -0.628 -9.006
C -0.278 -1.950 -9.460
C 0.053 -1.326 -6.723
C 0.169 -0.960 -5.399
C -1.135 1.060 -2.829
C -2.442 1.265 -3.392
C -3.267 1.588 -2.369
C -2.471 1.605 -1.174
N -1.181 1.270 -1.479
C 2.353 -0.154 -3.635
C 3.202 -0.757 -2.731
N 1.334 -0.531 1.228
C 0.014 -0.225 4.744
C -0.987 -1.121 5.102
C -1.216 -1.454 6.427
C -0.468 -0.851 7.431
O -0.616 -1.065 8.768
C -1.621 -1.934 9.232
C 0.544 0.044 7.076
C 0.790 0.341 5.751
H -10.322 1.471 1.080
H -9.108 1.207 2.361
H -9.042 0.259 0.846
H -6.889 0.464 1.929
H -4.467 0.432 1.664
H -4.678 3.749 -1.024
H -7.130 3.814 -0.704
H -3.410 2.890 2.741
H -1.703 1.832 4.533
H 2.109 -1.836 4.168
H 3.632 -2.734 2.149
H 5.513 -0.589 -0.794
H 7.512 -1.990 -1.163
H 8.716 -6.162 -1.062
H 7.070 -6.410 -1.702
H 7.322 -6.152 0.050
H 5.148 -5.501 -0.594
H 3.171 -4.104 -0.198
H -0.735 2.281 -5.621
H -0.912 1.637 -8.007
H -0.350 -1.904 -10.547
H -1.063 -2.611 -9.073
H 0.701 -2.350 -9.180
H 0.252 -2.350 -6.994
H 0.457 -1.704 -4.673
H -2.687 1.113 -4.425
H -4.327 1.753 -2.400
H 2.515 -0.008 -4.685
H 4.158 -1.189 -2.939
H -1.584 -1.580 4.330
H -1.972 -2.187 6.655
H -1.461 -2.012 10.307
H -1.542 -2.931 8.788
H -2.622 -1.532 9.041
H 1.133 0.495 7.861
H 1.585 1.027 5.495
F 0.361 -6.477 -1.275
C -0.035 -5.244 -0.902
C -0.074 -4.210 -1.835
F 0.290 -4.449 -3.110
C -0.490 -2.953 -1.454
F -0.559 -1.970 -2.376
C -0.880 -2.615 -0.125
O -1.271 -1.458 0.198
C -0.820 -3.712 0.788
F -1.193 -3.493 2.067
C -0.444 -4.987 0.406
F -0.459 -5.997 1.293
C -0.388 4.926 0.152
N 0.931 4.489 -0.271
C 0.921 3.812 -1.550
C 1.777 3.986 0.683
S 2.361 2.416 0.629
N 2.168 4.829 1.657
C 3.020 4.357 2.722
C 2.074 6.268 1.551
H -1.095 4.093 0.074
H -0.723 5.737 -0.497
H -0.371 5.267 1.184
H 0.301 4.390 -2.232
H 0.525 2.790 -1.468
H 1.936 3.771 -1.944
H 2.723 3.348 3.003
H 2.923 5.019 3.584
H 4.065 4.323 2.400
H 1.640 6.546 0.595
H 3.079 6.697 1.618
H 1.459 6.676 2.358
```



[4]
Molecular formula: C5H8O
Method: DFT, ωB97M-V/def2-TZVPD

Properties
E_HOMO: -0.3482 Eh
Total energy: -7359.290 eV
Kohn-Sham gap: 0.392 Eh
LUMO: 0.044 hartree
Relative energy (zero: lowest compared OMol25 entry of this formula, charge and spin): 286.1 kJ/mol

XYZ file:
```
14
C5H8O, DFT ωB97M-V/def2-TZVPD
O 2.537 -0.600 -1.108
C 2.495 0.461 -0.702
C 0.056 -0.549 1.270
C -0.430 -1.493 0.191
C -1.261 -0.280 -0.333
C -0.655 0.490 0.821
H 0.916 2.589 -0.819
H 0.739 -0.688 2.104
H 0.336 -1.860 -0.501
H -1.030 -2.342 0.536
H -0.986 0.068 -1.336
H -2.347 -0.420 -0.292
H 0.407 3.108 -0.982
H -0.777 1.518 1.151
```



[5]
Molecular formula: C13H14N2Os
Method: DFT, ωB97M-V/def2-TZVPD

Properties
Spin multiplicity: 5
E_HOMO (alpha / beta): -0.5954 / -0.5912 Eh
Total energy: -19130.166 eV
Charge: +2
Kohn-Sham gap (alpha / beta): 0.254 / 0.181 Eh
LUMO (alpha / beta): -0.341 / -0.410 hartree
Expectation value of S²: 6.1033
Relative energy (zero: lowest compared OMol25 entry of this formula, charge and spin): 49.9 kJ/mol

XYZ file:
```
30
C13H14N2Os, DFT ωB97M-V/def2-TZVPD
Os 0.262 0.041 -0.870
C 0.201 -0.255 -2.804
H 1.192 0.042 -3.191
H -0.172 -1.158 -3.309
H -0.499 0.595 -2.996
H -0.078 1.375 0.095
H -0.468 1.539 -0.539
C 0.065 2.517 4.510
C -0.354 2.971 3.252
C -0.241 2.150 2.127
C 0.350 0.865 2.238
C 0.786 0.423 3.506
C 0.625 1.233 4.635
N 0.462 -0.088 1.172
N 0.928 -1.247 1.634
C 0.841 -2.251 0.707
C 1.276 -3.559 1.040
C 1.199 -4.566 0.088
C 0.649 -4.284 -1.176
C 0.183 -3.004 -1.493
C 0.310 -1.919 -0.578
H -0.043 3.161 5.384
H -0.785 3.969 3.129
H -0.633 2.515 1.181
H 1.218 -0.569 3.591
H 0.950 0.843 5.601
H 1.658 -3.688 2.051
H 1.557 -5.564 0.330
H 0.583 -5.078 -1.921
H -0.281 -2.819 -2.463
```



[6]
Molecular formula: C24H89F3N4O23P
Method: DFT, ωB97M-V/def2-TZVPD

Properties
E_HOMO: -0.4120 Eh
Total energy: -96807.438 eV
Charge: +1
Kohn-Sham gap: 0.267 Eh
LUMO: -0.145 hartree

XYZ file:
```
144
C24H89F3N4O23P, DFT ωB97M-V/def2-TZVPD
N -3.142 0.788 1.739
C -4.358 0.239 1.514
N -4.406 -1.177 1.321
C -5.821 -1.467 1.145
N -6.498 -0.213 1.240
P -8.280 -0.249 1.083
O -8.825 0.558 -0.311
O -9.070 0.276 2.494
N -5.684 0.870 1.441
C -5.998 2.290 1.594
F -4.891 3.031 1.129
F -7.086 2.721 0.856
F -6.086 2.567 2.959
H -2.766 0.673 2.692
H -2.605 1.325 1.047
H -6.224 -2.506 0.953
H -8.041 0.931 -0.792
H -9.015 -0.481 3.138
C -0.015 3.065 1.952
O -0.718 1.824 1.980
H -0.680 3.838 1.565
H 0.300 3.331 2.962
H 0.855 2.978 1.302
H -0.107 1.159 2.324
C 4.048 2.631 1.557
O 2.873 2.609 2.363
H 3.755 2.699 0.509
H 4.657 3.496 1.820
H 4.619 1.712 1.714
H 3.161 2.548 3.282
C -5.678 -4.540 -1.556
O -6.564 -3.518 -1.102
H -4.748 -4.477 -0.990
H -6.133 -5.521 -1.397
H -5.464 -4.395 -2.617
H -7.376 -3.593 -1.619
C -9.797 -3.332 3.558
O -9.563 -2.311 4.524
H -9.026 -3.272 2.790
H -9.751 -4.312 4.039
H -10.777 -3.187 3.098
H -10.255 -2.383 5.192
C -0.051 1.926 -2.244
O -1.225 1.903 -1.436
H -0.344 1.992 -3.292
H 0.558 2.796 -1.984
H 0.520 1.011 -2.087
H -0.939 1.843 -0.520
C -4.549 1.364 -2.879
O -5.714 1.338 -2.066
H -4.846 1.432 -3.925
H -3.941 2.233 -2.618
H -3.976 0.447 -2.724
H -5.415 1.276 -1.151
C 7.354 4.684 1.898
O 6.609 3.951 2.864
H 6.972 4.449 0.906
H 7.244 5.755 2.083
H 8.409 4.402 1.954
H 6.968 4.178 3.732
C 8.582 6.477 -1.767
O 7.999 6.306 -0.480
H 8.542 5.527 -2.300
H 8.023 7.228 -2.328
H 9.624 6.788 -1.661
H 8.047 7.158 -0.031
C 2.753 -1.184 -3.482
O 2.303 0.157 -3.323
H 2.139 -1.835 -2.866
H 2.659 -1.483 -4.530
H 3.796 -1.263 -3.164
H 2.861 0.716 -3.878
C -0.174 3.432 -6.002
O 0.889 2.526 -5.748
H -0.292 4.088 -5.139
H 0.057 4.032 -6.884
H -1.101 2.876 -6.161
H 0.970 1.960 -6.526
C 2.313 -4.958 -1.951
O 3.000 -3.717 -2.051
H 2.451 -5.514 -2.878
H 2.720 -5.537 -1.119
H 1.247 -4.777 -1.794
H 2.860 -3.249 -1.218
C -0.209 -8.218 -2.796
O 0.021 -7.192 -1.838
H 0.568 -8.167 -3.558
H -0.172 -9.195 -2.307
H -1.185 -8.074 -3.265
H -0.678 -7.258 -1.177
C -1.383 -2.962 -1.667
O -2.055 -4.214 -1.634
H -2.071 -2.204 -2.041
H -1.059 -2.689 -0.659
H -0.518 -3.023 -2.331
H -1.426 -4.865 -1.301
C 7.521 6.873 -5.719
O 7.062 7.573 -4.571
H 8.561 6.587 -5.562
H 6.918 5.974 -5.870
H 7.454 7.519 -6.598
H 6.143 7.815 -4.733
C 2.899 -5.637 2.120
O 2.000 -4.573 1.832
H 2.741 -6.435 1.396
H 3.929 -5.281 2.046
H 2.709 -6.020 3.126
H 2.159 -3.881 2.485
C -8.265 -6.788 0.956
O -8.730 -5.453 1.127
H -8.869 -7.451 1.574
H -8.363 -7.082 -0.091
H -7.219 -6.858 1.266
H -8.180 -4.887 0.571
C 6.232 3.225 6.696
O 6.919 4.464 6.608
H 6.373 2.676 5.763
H 6.637 2.639 7.524
H 5.165 3.407 6.851
H 6.778 4.928 7.443
C 0.639 3.025 -9.805
O -0.354 2.591 -8.883
H 1.140 3.901 -9.393
H 1.372 2.229 -9.961
H 0.170 3.291 -10.755
H -0.782 1.818 -9.269
C 4.481 7.340 8.128
O 4.876 6.110 7.534
H 4.448 7.212 9.210
H 5.204 8.121 7.879
H 3.489 7.623 7.768
H 4.898 6.248 6.579
C 9.435 0.991 5.866
O 8.691 0.260 6.830
H 9.053 0.756 4.872
H 9.325 2.062 6.053
H 10.489 0.707 5.925
H 9.049 0.486 7.696
C -6.107 -9.966 -0.056
O -7.424 -9.526 0.246
H -5.526 -9.115 -0.411
H -5.638 -10.374 0.842
H -6.142 -10.729 -0.837
H -7.917 -10.295 0.557
```



[7]
Molecular formula: C7H16Cl3GeN5O4S4Ti
Method: DFT, ωB97M-V/def2-TZVPD

Properties
E_HOMO: -0.3062 Eh
Total energy: -183704.690 eV
Kohn-Sham gap: 0.271 Eh
LUMO: -0.035 hartree

XYZ file:
```
41
C7H16Cl3GeN5O4S4Ti, DFT ωB97M-V/def2-TZVPD
Ti -0.099 0.516 -1.666
C -1.893 1.970 2.732
C -0.827 0.975 2.300
C 0.061 0.538 3.458
O -1.453 -0.180 1.709
C 0.065 1.637 1.243
O 0.586 2.706 1.446
O 0.236 0.954 0.134
H -2.522 1.522 3.504
H -2.520 2.245 1.883
H -1.427 2.871 3.125
H -0.548 0.090 4.247
H 0.582 1.401 3.869
H 0.800 -0.192 3.124
H -1.660 -0.814 2.404
S -1.659 2.315 -1.771
S 0.178 2.909 -2.308
S 0.293 2.421 -4.326
S -0.072 0.422 -4.067
C -3.316 -2.333 -0.830
C -2.937 -1.092 -1.600
O -1.876 -0.379 -0.936
H -4.118 -2.852 -1.355
H -3.679 -2.080 0.169
H -2.463 -3.002 -0.732
H -3.781 -0.408 -1.716
H -2.554 -1.338 -2.589
H -1.978 -0.345 0.038
N 5.109 -1.064 -1.463
N 4.046 -0.183 -1.359
N 4.151 0.994 -0.771
C 2.923 1.470 -0.943
N 2.150 0.607 -1.607
N 2.904 -0.458 -1.871
H 5.742 -0.829 -0.707
H 4.718 -1.998 -1.340
H 2.585 2.415 -0.552
Cl 0.283 -1.865 -1.958
Ge 1.257 -2.209 0.447
Cl -0.219 -3.788 0.944
Cl 2.932 -3.567 -0.306
```



Q: Among the records above, which one has the lowest total energy?
A: C46H42F3N5O2OsP2SSbSe2